Formula: C6H7O5P
Source: the Open Molecules 2025 dataset
Level of theory: ωB97M-V with the def2-TZVPD basis set

Summary:
* SMILES: [O-]C1=C(PO/C([O-])=C\CCO)O1
* net charge: -2
* energy above the lowest of the compared OMol25 structures with the same formula, charge and spin: 111.79 kcal per mole
* F_max: 4.42 eV/A
* lowest unoccupied orbital energy: 6.28 eV
* HOMO: 0.662 eV

Element x y z (Å)
P -1.97328 0.93163 1.04287
O 1.27451 -1.96717 -0.37557
O -0.72275 1.88825 0.74541
O -3.35996 -2.43157 0.23806
O -2.60962 -0.69057 -1.20222
O -0.36732 2.81500 -1.22277
C -2.68121 -1.47790 -0.11999
C 1.04502 1.15587 -0.53655
C 2.11178 -1.04160 0.16270
C 1.48482 0.24942 0.57214
C -1.61839 -0.65758 0.08792
C -0.03043 1.90369 -0.52174
H 2.18939 0.93178 1.17826
H 1.57088 1.39955 -1.47534
H -2.82824 1.28704 -0.00333
H 2.54508 -1.57981 1.10876
H 3.01595 -0.99519 -0.52139
H 0.59041 0.02725 1.22269
H 0.36336 -1.74808 -0.37990

Cartesian forces, eV/Å:
P 0.09 -1.75 -0.37
O 0.64 -2.18 -1.40
O -0.26 -0.16 1.10
O -0.33 0.23 -0.38
O -0.72 -0.84 -0.66
O -1.69 2.69 -3.07
C -0.68 -0.84 0.05
C 1.92 -1.99 -1.34
C 2.56 -1.12 1.87
C 0.01 2.03 0.56
C 1.17 1.91 1.55
C -0.39 0.82 2.61
H -0.38 -1.51 -0.14
H 0.55 -0.82 0.60
H -0.58 0.43 -0.25
H -0.29 1.07 -0.92
H -0.80 0.63 0.50
H 1.12 0.14 -0.61
H -1.93 1.24 0.30

---

Formula: C6H7OP
Source: the Open Molecules 2025 dataset
Level of theory: ωB97M-V with the def2-TZVPD basis set

Summary:
* SMILES: C1=CCC/C=P\OC=1
* net charge: 0
* energy above the lowest of the compared OMol25 structures with the same formula, charge and spin: 43.84 kcal per mole
* F_max: 1.16 eV/A
* lowest unoccupied orbital energy: 0.57 eV
* HOMO: -8.516 eV

Element x y z (Å)
P 2.21777 0.93145 -0.33398
O 2.42712 -0.50797 0.43524
C -1.45737 0.05927 -0.31622
C 0.62997 1.42590 -0.11253
C -0.63183 -1.03994 -0.93415
C 1.41650 -1.43563 0.54594
C -0.57171 0.90022 0.61796
C 0.41482 -1.45258 -0.28351
H 1.60867 -2.17171 1.31219
H -1.85575 0.68949 -1.11290
H -1.15311 1.74610 0.99606
H 0.44821 2.35769 -0.63658
H -0.92675 -1.43707 -1.89237
H -0.26708 0.29373 1.47392
H -2.29947 -0.35895 0.24095

Cartesian forces, eV/Å:
P -1.02 0.55 0.04
O 0.35 0.05 0.13
C 0.18 0.09 0.08
C 1.00 -0.06 0.03
C -0.35 -0.25 0.14
C 0.22 -0.28 -0.13
C -0.20 0.04 0.12
C -0.15 -0.39 -0.12
H -0.08 0.02 0.11
H -0.07 0.00 0.01
H 0.04 -0.08 0.04
H 0.16 0.21 -0.12
H 0.07 -0.08 -0.21
H -0.09 0.12 -0.06
H -0.05 0.07 -0.06

---

Formula: C6H7OPS
Source: the Open Molecules 2025 dataset
Level of theory: ωB97M-V with the def2-TZVPD basis set

Summary:
* net charge: 0
* energy above the lowest of the compared OMol25 structures with the same formula, charge and spin: 23.96 kcal per mole
* F_max: 4.15 eV/A
* lowest unoccupied orbital energy (spin up / spin down): -2.01 / -1.62 eV
* HOMO (spin up / spin down): -8.153 / -8.682 eV

Element x y z (Å)
S 0.62503 -2.24569 0.12634
P 1.98643 -1.30429 -2.90748
O 2.14999 -1.18222 -1.39105
C -0.42694 0.95639 2.23857
C -0.98198 1.35125 -0.06313
C -1.05650 1.72590 1.25673
C 0.07448 -0.27334 1.87148
C -0.05080 -0.76334 0.57095
C -0.58469 0.08373 -0.43618
H -1.74184 2.52772 1.70660
H -0.29446 1.38385 3.15922
H -0.70547 -0.32142 -1.35451
H 0.42834 -0.99192 2.56965
H 1.28736 -2.39829 -3.22295
H -1.55270 1.88218 -0.86458
H 0.84375 -0.43051 -3.25967

Cartesian forces, eV/Å:
S 0.29 -0.60 -0.52
P -0.64 2.65 -0.13
O 0.34 -0.59 0.72
C -0.08 -0.73 -2.74
C -2.32 0.08 -2.06
C -0.80 1.08 1.89
C -0.33 -0.15 0.15
C -0.16 1.20 -0.79
C 0.96 0.47 4.01
H 1.40 -0.64 -1.42
H -0.01 0.47 2.46
H -0.31 -0.78 -2.94
H 0.67 -0.11 0.76
H -0.64 -2.05 -0.34
H 0.68 0.03 0.93
H 0.94 -0.33 0.04

---

Question: Which formula does entry 3 have?
Answer: C6H7OPS

---

Question: What is the net charge in the second record?
Answer: 0